14
Properties=species:S:1:pos:R:3:forces:R:3 method="wB97M-V/def2-TZVPD" mol_weight_g_mol=151.1 gap_ev=9.6 e_homo_ev=-8.945 smiles="CC[C@@H]([SeH])C=O" lumo_ha=0.0235
C -0.3611 -1.6234 0.0960 0.144 0.789 0.094
C 1.0505 1.0527 -1.0556 -0.815 0.363 2.766
C 0.7463 0.6125 0.4019 -2.311 0.504 -0.198
C -0.5044 -0.2534 0.5729 -0.193 0.627 2.169
O -1.1768 -2.2183 -0.5168 -0.943 -1.568 -1.060
Se -2.1920 0.6130 -0.1079 1.330 -0.236 0.665
H 0.5605 -2.0431 0.4687 0.956 -0.858 0.072
H 0.9332 0.1567 -1.6230 1.002 -0.327 -1.089
H 2.0068 1.5057 -0.7372 0.022 -0.039 -2.059
H 0.2673 1.7647 -1.3696 0.716 -0.071 -0.010
H 0.4025 1.5380 0.9221 1.370 -0.614 0.366
H 1.5805 0.0228 0.7969 0.053 0.672 0.349
H -0.5339 -0.5373 1.7414 -0.445 1.102 -2.040
H -2.7797 -0.5906 0.4102 -0.887 -0.344 -0.027